{
  "formula": "C23H17Cl2N5OS",
  "method": "ωB97M-V/def2-TZVPD",
  "relative_energy_ev": 2.403,
  "lumo_ha": 0.0020,
  "homo_lumo_gap_ev": 8.6,
  "smiles": "N/C(=N\\C(=O)c1cscn1)NCc1cnc(-c2ccc(Cl)cc2)c(-c2ccc(Cl)cc2)c1",
  "symbols": ["N", "C", "N", "C", "O", "C", "C", "S", "C", "N", "N", "C", "C", "C", "N", "C", "C", "C", "C", "C", "Cl", "C", "C", "C", "C", "C", "C", "C", "Cl", "C", "C", "C", "H", "H", "H", "H", "H", "H", "H", "H", "H", "H", "H", "H", "H", "H", "H", "H", "H"],
  "coordinates": [[-2.13721, 2.85692, 3.35732], [-1.49809, 1.69404, 3.58817], [-1.94351, 0.56460, 3.52463], [-3.15902, 0.10768, 3.06401], [-4.05204, 0.96669, 3.03819], [-3.25919, -1.21714, 2.34100], [-2.19257, -2.07624, 2.41943], [-2.69833, -3.53490, 1.64465], [-4.21529, -2.85245, 1.17183], [-4.36345, -1.57286, 1.59038], [-0.18385, 1.70022, 3.75708], [0.80091, 2.48103, 2.99045], [1.20880, 1.85119, 1.66208], [2.45227, 2.18290, 1.09979], [2.89104, 1.76850, -0.10839], [2.09004, 0.98967, -0.84676], [2.76492, 0.45748, -2.11123], [3.92278, -0.17052, -2.14490], [4.39785, -0.88552, -3.28303], [3.85588, -0.64568, -4.58737], [4.55132, -1.35966, -5.99797], [2.66886, 0.07685, -4.61633], [2.18838, 0.59251, -3.40329], [0.73498, 0.70173, -0.40240], [-0.02774, -0.27729, -1.05090], [-1.39876, -0.05501, -1.32294], [-2.27175, -1.03244, -1.88031], [-1.74982, -2.32612, -2.09177], [-2.80070, -3.63197, -2.52344], [-0.40275, -2.59068, -1.91672], [0.49652, -1.57821, -1.49753], [0.32706, 1.21341, 0.78671], [-3.08868, 2.51860, 3.11661], [-2.07358, 3.49837, 4.08259], [-1.22861, -2.00091, 2.92751], [-4.89175, -3.40585, 0.63162], [0.07307, 0.73603, 4.07180], [1.75406, 2.41890, 3.53411], [0.50338, 3.57059, 2.73607], [3.28119, 2.61910, 1.72002], [4.38867, -0.32295, -1.16230], [5.24128, -1.37787, -3.06054], [1.94016, 0.15715, -5.48248], [1.14131, 1.05120, -3.43137], [-1.73016, 0.98393, -1.10136], [-3.25931, -0.75278, -2.14780], [0.04908, -3.59844, -2.21293], [1.58315, -1.68869, -1.51553], [-0.68082, 1.19490, 1.04350]],
  "forces_ev_per_angstrom": [[-1.59, -1.14, -2.03], [1.19, 3.49, -0.61], [-1.99, -8.70, -0.60], [-0.86, 3.81, -0.72], [-0.96, -1.62, -0.40], [0.73, 0.88, 0.68], [-1.04, -1.14, -0.38], [0.15, 0.14, -0.26], [2.47, 3.75, 2.54], [0.55, -2.41, 0.04], [3.54, 0.40, 1.35], [0.30, 0.20, -0.46], [0.13, 1.30, -1.58], [1.18, -1.04, 0.75], [-0.80, -0.27, 0.38], [0.04, 0.33, 0.48], [-3.66, 2.12, -1.80], [2.57, -2.95, 0.76], [-2.61, 3.62, -0.99], [0.26, -0.70, 2.39], [-0.09, 0.02, 0.11], [-1.52, 0.46, 0.24], [-2.70, 0.60, 0.26], [4.14, 0.65, -0.78], [-2.63, -4.19, -3.07], [0.06, 0.01, -0.04], [2.35, 0.05, 0.73], [-0.44, 1.10, 0.45], [-0.14, 0.00, -0.19], [2.33, -0.29, -0.36], [-1.51, 1.62, 0.63], [1.09, 1.19, 1.12], [0.12, 1.08, 0.45], [0.11, 1.55, 1.23], [-0.62, 0.15, -0.23], [-1.53, -0.91, -1.21], [0.25, 1.43, -0.83], [-0.43, 0.75, 0.35], [0.21, -1.83, 1.05], [-1.11, 0.02, -0.54], [0.36, -0.13, -0.58], [3.05, -2.10, -0.11], [1.58, -0.05, 0.86], [1.58, -0.51, -0.12], [-0.24, -0.97, -0.29], [-0.79, -0.08, -0.01], [-0.94, 1.52, 0.53], [-0.46, -0.46, 0.22], [-1.68, -0.73, 0.61]]
}


{
  "formula": "C21H25ClN2O3",
  "method": "ωB97M-V/def2-TZVPD",
  "relative_energy_ev": 0.665,
  "lumo_ha": 0.0205,
  "homo_lumo_gap_ev": 9.1,
  "smiles": "O=C(NCCCN1CCOCC1)c1cc(Cl)ccc1OCc1ccccc1",
  "symbols": ["O", "C", "N", "C", "C", "C", "N", "C", "C", "O", "C", "C", "C", "C", "C", "Cl", "C", "C", "C", "O", "C", "C", "C", "C", "C", "C", "C", "H", "H", "H", "H", "H", "H", "H", "H", "H", "H", "H", "H", "H", "H", "H", "H", "H", "H", "H", "H", "H", "H", "H", "H", "H"],
  "coordinates": [[2.73552, 1.64229, 1.19307], [2.44147, 0.66744, 0.52848], [2.46528, 0.65827, -0.82180], [2.60846, 1.87612, -1.58548], [1.25440, 2.50653, -1.92701], [0.42220, 1.59909, -2.84719], [-0.91527, 2.04706, -3.17340], [-0.98396, 3.29066, -3.91780], [-2.41751, 3.46538, -4.42404], [-3.33855, 3.48508, -3.35864], [-3.24777, 2.30092, -2.60206], [-1.83481, 2.09903, -2.05184], [2.07406, -0.63279, 1.18112], [2.67639, -0.89866, 2.40372], [2.34749, -2.03501, 3.11894], [3.12399, -2.36097, 4.62643], [1.38530, -2.90587, 2.63693], [0.76249, -2.63932, 1.43180], [1.10357, -1.51803, 0.68196], [0.53587, -1.22137, -0.52680], [-0.66833, -1.86640, -0.89740], [-1.81513, -1.59995, 0.04669], [-2.86599, -2.50330, 0.13561], [-3.93182, -2.25230, 0.98043], [-3.95345, -1.09990, 1.74815], [-2.90715, -0.19815, 1.66506], [-1.84313, -0.44445, 0.81556], [2.12300, -0.15651, -1.30326], [3.16580, 1.65340, -2.49940], [3.18619, 2.56894, -0.96902], [0.71470, 2.68424, -0.99553], [1.42991, 3.46783, -2.41205], [0.31292, 0.61921, -2.37560], [0.95569, 1.46507, -3.79441], [-0.29850, 3.23720, -4.76597], [-0.72077, 4.16367, -3.29692], [-2.53265, 4.41705, -4.94555], [-2.65896, 2.63859, -5.10919], [-3.97002, 2.39801, -1.78976], [-3.51530, 1.43671, -3.22921], [-1.78928, 1.15661, -1.50299], [-1.60574, 2.92796, -1.36103], [3.39552, -0.18905, 2.78258], [1.11525, -3.78436, 3.20105], [0.00029, -3.31834, 1.08595], [-0.90149, -1.44690, -1.88417], [-0.51036, -2.94573, -1.02300], [-2.84850, -3.40457, -0.46103], [-4.74475, -2.96023, 1.04282], [-4.78339, -0.90722, 2.41105], [-2.91601, 0.70117, 2.26196], [-1.02667, 0.26073, 0.75838]],
  "forces_ev_per_angstrom": [[0.03, 0.22, 0.20], [0.03, -0.22, -0.23], [0.04, -0.10, -0.31], [-0.06, 0.39, 0.09], [0.02, -0.30, -0.15], [0.13, 0.20, 0.13], [-0.09, 0.02, -0.02], [-0.35, -0.04, -0.09], [0.34, 0.11, -0.18], [-0.05, 0.15, 0.06], [0.11, -0.24, 0.34], [-0.31, 0.04, -0.22], [-0.30, -0.18, 0.05], [-0.06, -0.09, -0.04], [-0.12, 0.05, -0.25], [0.11, -0.04, 0.22], [0.12, 0.14, 0.03], [-0.06, 0.00, -0.24], [0.32, 0.00, 0.34], [0.07, 0.07, 0.10], [-0.24, -0.14, -0.24], [0.09, 0.01, 0.00], [0.13, 0.07, -0.06], [-0.10, -0.04, 0.01], [-0.09, -0.01, 0.05], [-0.01, 0.06, 0.01], [0.03, -0.01, -0.05], [-0.01, 0.02, 0.17], [0.03, 0.04, 0.05], [0.02, -0.09, -0.19], [0.01, 0.09, 0.05], [-0.02, 0.08, 0.03], [0.08, -0.06, -0.03], [0.06, -0.08, 0.03], [0.02, 0.05, -0.02], [0.03, -0.01, -0.06], [0.03, -0.07, -0.02], [0.04, 0.08, 0.02], [0.03, -0.06, -0.03], [0.02, 0.04, 0.08], [-0.01, -0.01, 0.06], [0.00, -0.07, 0.04], [0.04, 0.05, 0.05], [-0.01, -0.07, 0.07], [-0.08, -0.04, -0.05], [0.07, -0.13, 0.13], [-0.02, 0.12, 0.02], [0.01, -0.12, -0.05], [-0.07, -0.06, 0.01], [-0.07, 0.01, 0.06], [-0.01, 0.08, 0.07], [0.09, 0.06, 0.00]]
}


{
  "formula": "C6H6BrNNiSbSe4",
  "method": "ωB97M-V/def2-TZVPD",
  "charge": -1,
  "s2": 2.03,
  "relative_energy_ev": 0.186,
  "lumo_ha": [0.0906, 0.0457],
  "homo_lumo_gap_ev": [6.3, 5.2],
  "multiplicity": 3,
  "symbols": ["Ni", "C", "C", "C", "C", "C", "Br", "N", "C", "H", "H", "H", "H", "H", "H", "Se", "Sb", "Se", "Se", "Se"],
  "coordinates": [[-1.92639, -1.23085, -1.66478], [2.29993, 0.38989, 1.16318], [1.13339, 0.82977, 0.32953], [0.70072, 2.14740, 0.26078], [-0.41002, 2.48166, -0.49816], [-1.05334, 1.46399, -1.16291], [-2.61785, 1.79228, -2.16652], [-0.67415, 0.19500, -1.11728], [0.40471, -0.11288, -0.39024], [2.71481, 1.22519, 1.72915], [3.08948, -0.03422, 0.54192], [1.98506, -0.39077, 1.85785], [1.22692, 2.92215, 0.80647], [-0.77373, 3.49668, -0.56208], [0.67382, -1.16272, -0.36986], [-2.44712, -0.99703, 1.48007], [-1.29367, -3.12609, 1.25773], [-0.93394, -3.52373, -1.29384], [-3.09906, -3.16269, -2.21525], [1.00044, -3.20302, 2.01422]],
  "forces_ev_per_angstrom": [[-0.12, 0.09, 0.17], [0.00, 0.06, 0.06], [-0.09, -0.03, -0.10], [0.08, -0.08, 0.02], [0.04, 0.12, 0.01], [-0.06, -0.15, 0.01], [-0.07, 0.07, -0.06], [0.13, 0.10, 0.00], [0.09, 0.13, 0.01], [-0.01, -0.01, -0.03], [0.01, 0.00, -0.02], [0.00, -0.01, 0.00], [0.00, -0.03, 0.02], [0.00, -0.02, 0.00], [0.01, 0.01, 0.04], [-0.09, -0.01, -0.03], [-0.07, 0.06, -0.08], [-0.05, -0.25, -0.06], [0.10, -0.04, 0.00], [0.10, -0.01, 0.03]]
}


{
  "formula": "C10H12N2",
  "method": "ωB97M-V/def2-TZVPD",
  "relative_energy_ev": 5.039,
  "lumo_ha": -0.0119,
  "homo_lumo_gap_ev": 9.3,
  "smiles": "C[C@@H](N)C1CC1.C#CC#CC#N",
  "symbols": ["C", "C", "N", "C", "C", "C", "H", "H", "H", "H", "H", "H", "H", "H", "H", "H", "H", "C", "C", "C", "C", "C", "N", "H"],
  "coordinates": [[-2.93840, 1.48225, -0.15587], [-1.81971, 0.93867, -1.03801], [-0.86797, 2.01502, -1.31616], [-1.18772, -0.29702, -0.42886], [-1.78768, -1.64994, -0.67159], [-0.48014, -1.28648, -1.30339], [-2.53834, 1.78422, 0.82728], [-3.71145, 0.74233, 0.00114], [-3.40400, 2.36489, -0.61620], [-2.25614, 0.64777, -2.00165], [-0.47150, 2.34527, -0.43362], [-0.08432, 1.64254, -1.85015], [-0.72958, -0.11132, 0.52208], [-2.66759, -1.69954, -1.31697], [-1.78167, -2.39180, 0.10973], [0.41042, -1.77325, -0.93239], [-0.47498, -1.09986, -2.38505], [2.23528, -0.21206, -0.14746], [2.98276, -0.36022, 0.79405], [3.83354, -0.52730, 1.86850], [4.57050, -0.67082, 2.80078], [5.42487, -0.83873, 3.88180], [6.14091, -0.97540, 4.78033], [1.60288, -0.06922, -0.98833]],
  "forces_ev_per_angstrom": [[0.20, 0.51, 0.05], [-0.26, -0.06, -0.09], [0.36, -0.09, 0.24], [-0.17, 0.05, -0.32], [-0.44, 0.03, -0.19], [0.02, -0.02, -0.81], [-0.13, -0.11, -0.27], [-0.13, -0.26, 0.10], [0.20, -0.22, 0.10], [0.02, -0.01, 0.02], [-0.11, -0.01, -0.23], [-0.14, 0.14, 0.01], [0.13, -0.02, 0.56], [0.27, 0.07, 0.17], [0.02, 0.00, 0.16], [-0.11, -0.09, 0.01], [0.00, -0.08, 0.41], [1.03, 0.02, 0.96], [-0.51, 0.09, -0.60], [-0.60, 0.10, -0.73], [0.65, -0.14, 0.83], [0.20, -0.02, 0.22], [-0.49, 0.09, -0.60], [-0.03, 0.05, 0.01]]
}


{
  "formula": "C3H4N2O2P",
  "method": "ωB97M-V/def2-TZVPD",
  "charge": -1,
  "relative_energy_ev": 1.201,
  "lumo_ha": 0.1451,
  "homo_lumo_gap_ev": 7.9,
  "smiles": "O=C=CN/C([O-])=N/P",
  "symbols": ["O", "C", "C", "N", "C", "O", "N", "P", "H", "H", "H", "H"],
  "coordinates": [[-2.24076, -0.58742, -1.61601], [-1.82060, 0.01426, -0.67286], [-1.64722, 0.70615, 0.43764], [-0.43488, 0.91275, 1.08953], [0.66301, 0.06830, 0.71012], [1.79663, 0.08150, 1.24911], [0.31364, -0.67165, -0.33083], [1.44983, -1.25905, -1.29978], [-2.53153, 1.33580, 0.66733], [-0.13045, 1.82011, 1.02757], [2.17663, -2.12102, -0.28438], [2.40570, -0.29973, -0.97745]],
  "forces_ev_per_angstrom": [[-0.05, 1.04, 1.39], [0.86, -1.92, -1.86], [-1.77, 0.95, -0.70], [0.55, -2.14, 1.56], [0.71, -0.66, -0.20], [-1.65, 0.97, 0.01], [-2.64, 0.97, 0.77], [1.92, -2.20, 0.07], [0.76, -0.43, 0.28], [0.79, 2.65, 0.24], [-0.37, 0.23, -1.12], [0.89, 0.55, -0.45]]
}


{
  "formula": "C5H6O2",
  "method": "ωB97M-V/def2-TZVPD",
  "relative_energy_ev": 5.227,
  "lumo_ha": 0.0122,
  "homo_lumo_gap_ev": 8.7,
  "symbols": ["O", "C", "C", "C", "C", "C", "O", "H", "H", "H", "H", "H", "H"],
  "coordinates": [[-0.55863, -1.47445, -2.34509], [-0.92934, -0.28640, -1.68826], [-0.15361, -0.02648, -0.42260], [0.01169, 0.86374, 0.45176], [0.49376, 1.51724, 1.53480], [0.97542, -0.69312, 1.27642], [0.48237, -1.49264, 1.98595], [-0.66650, -2.18077, -1.69638], [-2.01266, -0.28010, -1.47175], [-0.75606, 0.53092, -2.40171], [-0.18648, 1.72501, 2.35311], [1.28868, 2.23715, 1.36375], [2.01134, -0.44012, 1.06001]],
  "forces_ev_per_angstrom": [[-0.02, -0.29, 0.14], [0.07, 0.24, 0.23], [0.29, 0.10, 0.52], [-0.05, -0.10, -0.22], [-0.25, 0.52, -0.17], [-0.55, -1.02, -0.07], [0.12, 0.96, -0.53], [0.08, -0.07, -0.22], [0.34, -0.02, 0.14], [0.10, -0.17, 0.23], [0.22, -0.30, 0.21], [0.08, -0.12, 0.16], [-0.43, 0.27, -0.42]]
}


{
  "formula": "C2H3ClFP",
  "method": "ωB97M-V/def2-TZVPD",
  "relative_energy_ev": 2.304,
  "lumo_ha": [-0.0157, -0.0177],
  "homo_lumo_gap_ev": [8.3, 8.0],
  "smiles": "C=P(F)=CCl",
  "symbols": ["C", "P", "F", "C", "Cl", "H", "H", "H"],
  "coordinates": [[1.00599, 0.24210, 0.64977], [0.16706, 1.07604, -0.67551], [0.85623, 0.25430, -1.90921], [-1.11231, -0.19990, -0.37962], [-2.35137, 0.03304, 0.74330], [0.79007, 0.53708, 1.65955], [1.47059, -0.71222, 0.47281], [-0.82624, -1.23044, -0.56110]],
  "forces_ev_per_angstrom": [[-1.31, -0.01, -0.97], [0.08, -0.68, -0.31], [-0.14, 0.50, 0.28], [1.93, 0.26, 0.56], [-0.56, 0.14, 0.18], [0.05, 0.12, 0.31], [0.12, -0.25, 0.01], [-0.18, -0.09, -0.06]]
}


{
  "formula": "C6H8OS",
  "method": "ωB97M-V/def2-TZVPD",
  "s2": 2.01,
  "relative_energy_ev": 3.047,
  "lumo_ha": [0.0220, -0.1403],
  "homo_lumo_gap_ev": [5.4, 4.0],
  "multiplicity": 3,
  "symbols": ["C", "C", "C", "C", "C", "C", "O", "S", "H", "H", "H", "H", "H", "H", "H", "H"],
  "coordinates": [[-0.65156, 0.20669, -1.42693], [-1.55698, 0.40087, -0.26145], [0.61613, -0.13970, -1.39243], [-1.11054, 0.27366, 1.05354], [1.25561, -0.69650, -0.13983], [0.32060, 0.09780, 1.36554], [1.21407, -2.16608, -0.14461], [1.07222, 1.76891, 1.38655], [-0.94008, 0.35792, -2.44748], [-2.54088, 0.55004, -0.65378], [1.15873, -0.21064, -2.36968], [-1.91096, 0.38697, 1.79076], [2.24843, -0.26467, 0.03563], [0.53695, -0.33425, 2.28707], [0.41901, -2.49585, -0.40337], [-0.13074, 2.26483, 1.32048]],
  "forces_ev_per_angstrom": [[-3.23, 1.23, 1.79], [2.31, -0.67, -2.84], [3.59, -1.24, 0.91], [-0.76, -1.00, -0.56], [-1.10, -0.84, -1.01], [-1.92, 1.05, -2.85], [4.74, 4.19, 2.48], [1.43, -0.58, 0.13], [-1.15, 0.49, -0.18], [-0.77, 0.26, 0.90], [-0.08, -0.22, 1.24], [0.78, -0.20, 0.39], [0.02, -1.16, 0.20], [0.95, -1.30, 1.28], [-3.97, -0.84, -1.40], [-0.83, 0.83, -0.49]]
}